No. 1
Entry from the OMol25 dataset: a structure of composition C5H8NO in a non-equilibrium geometry (ωB97M-V/def2-TZVPD).

Output
LUMO level in hartree: 0.149
Highest occupied orbital energy in eV: -2.66
2S+1: 1
Net charge: -1

CARTESIAN COORDINATES (ANGSTROEM)
C  2.37931  1.11036  -0.19347
C  -1.30272  -1.81959  0.06082
C  1.11337  0.84327  0.17173
C  -0.72912  -0.63659  -0.02381
C  -1.64944  0.64247  0.03139
N  0.59872  -0.39789  0.01517
O  1.73536  -1.78191  -0.07697
H  3.06020  1.99809  0.04470
H  2.93247  0.34588  -0.67660
H  -0.78947  -2.85516  0.06145
H  -2.35125  -1.84058  -0.20428
H  0.62446  1.60946  0.87517
H  -1.73523  1.11051  1.02762
H  -2.67003  0.20523  -0.33665
H  -1.21662  1.46642  -0.77628

---

No. 2
Entry from the OMol25 dataset: the ion C5H8NO with charge +1 in a non-equilibrium geometry (ωB97M-V/def2-TZVPD).

Output
LUMO level in hartree: -0.182
Structure (SMILES): C=[N+]1CC(C)=CO1
Highest occupied orbital energy in eV: -13.56
2S+1: 1
Net charge: +1

CARTESIAN COORDINATES (ANGSTROEM)
C  -0.11459  -1.35129  0.09948
C  -0.91681  -0.28241  -0.12272
C  2.76897  0.58148  0.02160
C  -0.04855  0.93025  -0.09567
C  -2.43092  -0.32200  0.02683
N  1.53128  0.13108  -0.02432
O  1.20543  -1.18246  -0.00695
H  -0.40349  -2.39823  0.15373
H  3.81434  0.14082  0.04660
H  2.87459  1.58927  0.21423
H  0.01911  1.51034  -0.91714
H  0.01776  1.71060  0.70069
H  -2.73423  -1.33862  -0.18436
H  -2.86497  0.28690  -0.86282
H  -2.71793  -0.00573  0.95083

---

No. 3
Entry from the OMol25 dataset: the ion C5H8NO with charge +1 in a non-equilibrium geometry (ωB97M-V/def2-TZVPD).

Output
LUMO level in hartree: -0.210
Structure (SMILES): C=C(C)[N+](=C)C=O
Highest occupied orbital energy in eV: -14.65
2S+1: 1
Net charge: +1

CARTESIAN COORDINATES (ANGSTROEM)
C  -0.13485  1.80084  -0.31849
C  -1.04503  -1.56285  -0.37246
C  -2.51665  0.41692  0.40238
C  0.05072  0.46596  -0.09877
C  1.42577  -0.30820  0.05266
N  -1.05485  -0.31886  -0.13739
O  -3.40727  -0.32640  0.45181
H  -1.02988  2.41448  -0.48248
H  0.87797  2.16700  -0.36218
H  -0.08278  -2.05684  -0.64629
H  -1.89316  -2.08410  -0.00256
H  -2.29670  1.28396  0.98703
H  1.57306  -0.82841  -0.87599
H  1.27959  -1.10889  0.63856
H  2.16753  0.44308  0.18877

---

No. 4
Entry from the OMol25 dataset: a cluster of 2 separate species, C5H8NO in total in a non-equilibrium geometry (ωB97M-V/def2-TZVPD).

Output
LUMO level in hartree: -0.254
Highest occupied orbital energy in eV: -14.13
2S+1: 1
Net charge: +1

CARTESIAN COORDINATES (ANGSTROEM)
C  2.85382  0.68201  0.18063
C  1.03294  -0.84741  -0.11033
C  -2.04158  -0.93900  0.08589
C  -0.61620  1.09742  -0.49332
C  -1.32122  0.32629  0.38521
N  1.93786  -0.02319  -0.30911
O  0.34262  -1.81107  -0.16025
H  3.24996  0.33868  1.24448
H  -3.09455  -0.66283  0.17523
H  -1.84751  -1.83037  0.74238
H  -1.74335  -1.23892  -0.94164
H  0.02332  1.94690  -0.39838
H  -0.59324  0.88920  -1.48969
H  -1.48754  0.63927  1.49899
H  3.30466  1.43304  -0.41010

---

No. 5
Entry from the OMol25 dataset: a cluster of 3 separate species, C5H8NO2 in total in a non-equilibrium geometry (ωB97M-V/def2-TZVPD).

Output
<S²>: 0.774
LUMO level (alpha / beta) in hartree: 0.159 / 0.159
Highest occupied orbital energy (alpha / beta) in eV: 1.51 / 0.84
2S+1: 2
Net charge: -2

CARTESIAN COORDINATES (ANGSTROEM)
O  0.69561  0.05448  -3.74162
C  1.32600  -0.19316  -2.66364
O  2.71564  0.88574  1.39879
C  1.86856  -1.46327  -2.23094
C  1.96049  0.69511  -1.70961
C  -3.19059  0.55448  1.58852
C  -3.50470  -0.20605  3.16058
N  -3.95962  -0.47789  2.02464
H  1.61545  -2.36102  -2.83105
H  2.21746  -1.77810  -1.25854
H  2.28036  0.58351  -0.68080
H  2.22280  1.70508  -2.08557
H  -2.10229  0.47344  1.47180
H  -3.56533  1.57901  1.48383
H  -3.29939  -1.12063  3.72142
H  2.71955  1.06927  2.35219

---

No. 6
Entry from the OMol25 dataset: the ion C5H8NO3 with charge +1 in a non-equilibrium geometry (ωB97M-V/def2-TZVPD).

Output
<S²>: 2.006
LUMO level (alpha / beta) in hartree: -0.160 / -0.281
Highest occupied orbital energy (alpha / beta) in eV: -9.61 / -14.89
2S+1: 3
Net charge: +1

CARTESIAN COORDINATES (ANGSTROEM)
C  1.35384  -0.20615  -1.20430
C  -0.94849  -0.75792  -1.08171
C  -1.96627  1.31190  -0.25957
C  0.04860  0.72636  0.89347
C  0.88031  -0.52753  1.14755
N  -0.95386  0.54746  -0.14766
O  -2.00508  -1.23553  -1.25936
O  0.21101  -1.10528  -1.44906
O  1.89453  -0.64860  0.11853
H  2.10230  -0.51857  -1.93564
H  -2.12552  2.15437  0.40072
H  -2.69249  1.11536  -1.03861
H  -0.44830  1.01103  1.82582
H  0.72489  1.53506  0.59072
H  0.24409  -1.41822  1.17560
H  1.40587  -0.42839  2.10091
H  2.27458  -1.55534  0.12258

---

No. 7
Entry from the OMol25 dataset: the ion C5H8NO3S with charge -1 in a non-equilibrium geometry (ωB97M-V/def2-TZVPD).

Output
LUMO level in hartree: 0.120
Highest occupied orbital energy in eV: -4.10
2S+1: 1
Net charge: -1

CARTESIAN COORDINATES (ANGSTROEM)
C  0.77412  0.72632  -0.56778
C  1.62112  0.81147  0.41117
C  -0.62855  1.16768  -0.39615
C  2.99442  0.32883  0.29225
C  -1.01064  -1.32829  -0.16127
N  -1.61974  -0.05368  -0.21847
O  -3.58278  0.21781  1.43782
O  -1.03601  2.30742  -0.42930
O  -3.97181  -1.26786  -0.35947
S  -3.50460  0.07665  -0.00889
H  1.04371  0.19771  -1.47243
H  1.31691  1.31889  1.34123
H  3.14530  -0.69453  0.73081
H  3.28520  0.17236  -0.79736
H  3.61238  1.08622  0.54521
H  -1.85859  -1.91339  0.24393
H  -0.50092  -1.80329  -1.05873
H  -0.07951  -1.35030  0.46744

---

No. 8
Entry from the OMol25 dataset: the ion C5H8NOS with charge +1 in a non-equilibrium geometry (ωB97M-V/def2-TZVPD).

Output
LUMO level in hartree: -0.131
Structure (SMILES): [NH3+][C@H](O)c1ccsc1
Highest occupied orbital energy in eV: -12.99
2S+1: 1
Net charge: +1

CARTESIAN COORDINATES (ANGSTROEM)
C  -1.48776  0.75584  -0.62305
C  -2.19418  1.91573  -0.49047
C  -0.54089  1.73897  1.22808
C  -0.50303  0.66140  0.38205
C  0.48137  -0.42698  0.64454
N  1.29797  -0.71297  -0.57305
O  -0.07927  -1.81732  0.85268
S  -1.74053  2.88269  0.87354
H  -1.71335  0.10489  -1.33441
H  -3.04884  2.30291  -1.17154
H  0.18314  1.71922  2.07955
H  1.29557  -0.25348  1.50118
H  2.04507  -0.13463  -0.86603
H  1.75385  -1.64038  -0.71921
H  0.73467  -0.72701  -1.34932
H  0.07325  -2.22142  1.67747

---

No. 9
Entry from the OMol25 dataset: the ion C5H8NOS with charge +1 in a non-equilibrium geometry (ωB97M-V/def2-TZVPD).

Output
LUMO level in hartree: -0.141
Structure (SMILES): [NH3+][C@@H](S)c1ccco1
Highest occupied orbital energy in eV: -12.51
2S+1: 1
Net charge: +1

CARTESIAN COORDINATES (ANGSTROEM)
C  -1.68361  -1.07739  2.02968
C  -1.32895  0.14158  1.40709
C  -0.95757  -1.99701  1.35597
C  -0.37610  -0.18487  0.46440
C  0.34839  0.76585  -0.70974
N  1.28249  -0.15893  -1.44701
O  -0.18996  -1.48853  0.41209
S  -0.95206  1.18293  -1.83987
H  -2.31381  -1.28094  2.83605
H  -1.78933  1.12217  1.57312
H  -0.97989  -3.04932  1.44718
H  0.90099  1.54797  -0.18983
H  2.00567  0.56495  -1.60994
H  1.62923  -0.94179  -0.84783
H  0.77628  -0.56475  -2.36714
H  -1.23126  -0.13001  -2.03803

---

No. 10
Entry from the OMol25 dataset: the molecule C5H8NP in a non-equilibrium geometry (ωB97M-V/def2-TZVPD).

Output
LUMO level (alpha / beta) in hartree: -0.001 / -0.001
Highest occupied orbital energy (alpha / beta) in eV: -6.71 / -6.71
2S+1: 1

CARTESIAN COORDINATES (ANGSTROEM)
C  0.12701  0.88220  0.49434
C  -0.54671  -0.30869  1.16899
C  -0.39992  0.73405  -0.89605
C  -0.47633  -0.82139  -1.07527
C  -0.65301  -1.31597  0.26640
N  1.56552  0.70879  0.77375
P  2.54899  0.11532  -0.33207
H  -0.08889  1.88022  0.89346
H  -0.77197  -0.43341  2.17766
H  -1.42428  1.28490  -0.70436
H  0.34884  1.19338  -1.65555
H  -1.32594  -1.04032  -1.74799
H  0.39178  -1.27199  -1.71919
H  -1.08508  -2.32601  0.54913
H  1.78999  0.71891  1.80676

---

No. 11
Entry from the OMol25 dataset: the ion C5H8NS with charge +1 in a non-equilibrium geometry (ωB97M-V/def2-TZVPD).

Output
LUMO level in hartree: -0.135
Structure (SMILES): C1S[C@@]23C[NH2+][C@@]12C3
Highest occupied orbital energy in eV: -13.23
2S+1: 1
Net charge: +1

CARTESIAN COORDINATES (ANGSTROEM)
C  -0.04467  -0.14950  1.54366
C  -0.62078  -1.28286  -0.57380
C  1.39050  1.32247  -0.33270
C  -0.13906  0.61470  0.27506
C  0.51315  -0.81638  0.34366
N  -1.16566  0.11009  -0.68160
S  2.16960  -0.34245  -0.21905
H  0.65156  0.22505  2.27894
H  -0.96079  -0.53776  1.96517
H  -0.29793  -1.68310  -1.53087
H  -1.31539  -1.97572  -0.09890
H  1.25715  1.69173  -1.33924
H  1.75978  2.05099  0.37482
H  -1.05658  0.52155  -1.61467
H  -2.14087  0.25120  -0.39051

---

No. 12
Entry from the OMol25 dataset: the molecule C5H8O in a non-equilibrium geometry (ωB97M-V/def2-TZVPD).

Output
LUMO level in hartree: 0.039
Structure (SMILES): O[C@@]12CC[C@@H]1C2
Highest occupied orbital energy in eV: -9.29
2S+1: 1

CARTESIAN COORDINATES (ANGSTROEM)
O  1.08618  0.73688  1.78027
C  0.42210  0.32112  0.64474
C  -0.98072  -0.47302  0.85544
C  0.18644  -1.00617  0.02576
C  0.15972  -0.36137  -1.36253
C  0.36817  1.03399  -0.69870
H  0.01333  0.81816  2.02684
H  -1.12208  -1.04650  1.77790
H  -1.90629  -0.16893  0.35572
H  0.61448  -1.97342  0.27385
H  1.00519  -0.65827  -1.99006
H  -0.76962  -0.49315  -1.92787
H  1.33682  1.48155  -0.94112
H  -0.41643  1.78791  -0.83181

---

No. 13
Entry from the OMol25 dataset: a structure of composition C5H8O in a non-equilibrium geometry (ωB97M-V/def2-TZVPD).

Output
LUMO level in hartree: 0.025
Highest occupied orbital energy in eV: -8.73
2S+1: 1

CARTESIAN COORDINATES (ANGSTROEM)
O  0.14398  1.41685  -2.60687
C  -0.29717  0.46965  -1.97868
C  -0.16792  0.25501  -0.55119
C  0.73879  0.90130  0.49636
C  0.59633  -0.41531  1.31592
C  -0.45761  -0.99413  0.35338
H  -0.91347  -0.30840  -2.48114
H  -1.27275  0.05825  -0.00981
H  1.77304  1.17130  0.23373
H  0.27951  1.78235  0.95762
H  1.50218  -1.01942  1.28358
H  0.23425  -0.33285  2.34189
H  -0.49355  -1.98660  -0.07612
H  -1.51883  -0.89971  0.88699

---

No. 14
Entry from the OMol25 dataset: a cluster of 2 separate species, C5H8O in total (ωB97M-V/def2-TZVPD).

Output
LUMO level in hartree: 0.031
Structure (SMILES): C=C=CC.C=O
Highest occupied orbital energy in eV: -9.44
2S+1: 1

CARTESIAN COORDINATES (ANGSTROEM)
C  1.87216  -1.07529  0.75520
O  2.50885  -0.58281  -0.13990
C  0.86030  1.02180  -1.68707
C  -0.10191  0.67014  -0.87429
C  -0.78517  0.13419  0.10135
C  -2.20841  0.17502  0.57144
H  1.34731  -2.04534  0.64033
H  1.75399  -0.57165  1.73567
H  -0.16890  -0.49810  0.74643
H  1.49728  1.87466  -1.47441
H  1.12782  0.41399  -2.54664
H  -2.23584  0.56636  1.59681
H  -2.88348  0.77159  -0.04581
H  -2.58399  -0.85457  0.62088

---

No. 15
Entry from the OMol25 dataset: a cluster of 3 separate species, C5H8O in total in a non-equilibrium geometry (ωB97M-V/def2-TZVPD).

Output
LUMO level (alpha / beta) in hartree: 0.008 / 0.009
Highest occupied orbital energy (alpha / beta) in eV: -8.20 / -8.20
2S+1: 1

CARTESIAN COORDINATES (ANGSTROEM)
C  0.56280  1.29719  -1.30882
C  -0.10447  -0.01431  -0.97977
C  0.45295  -0.97956  -0.00966
C  -0.90067  -0.30602  0.33014
C  -0.65137  0.03239  1.65888
O  -0.45713  0.73270  2.56784
H  1.07878  1.70787  -0.43506
H  1.30235  1.14498  -2.10193
H  -0.16684  2.03367  -1.66003
H  -0.73544  -0.40783  -1.77833
H  1.27887  -0.48225  0.52453
H  0.21892  -1.96386  1.03314
H  -1.72384  -1.01066  0.22340
H  -0.15492  -1.78432  1.93564

---

No. 16
Entry from the OMol25 dataset: the molecule C5H8O (ωB97M-V/def2-TZVPD).

Output
LUMO level in hartree: 0.038
Structure (SMILES): C[C@H]1C[C@H]1C=O
Highest occupied orbital energy in eV: -9.73
2S+1: 1

CARTESIAN COORDINATES (ANGSTROEM)
C  0.70307  1.44198  -0.32284
C  -0.23073  0.34183  -0.77463
C  0.20611  -1.07882  -0.83662
C  -0.82062  -0.66801  0.19988
C  -0.42903  -0.63960  1.62504
O  -1.20185  -0.80589  2.54171
H  1.51395  1.06151  0.30795
H  1.16265  1.92291  -1.19288
H  0.16712  2.21273  0.24718
H  -0.94155  0.65086  -1.53844
H  1.20420  -1.30875  -0.46717
H  -0.12875  -1.71521  -1.65150
H  -1.85534  -0.95559  0.04012
H  0.65078  -0.45993  1.82220

---

No. 17
Entry from the OMol25 dataset: the molecule C5H8O in a non-equilibrium geometry (ωB97M-V/def2-TZVPD).

Output
LUMO level in hartree: 0.041
Structure (SMILES): C/C=C/CC=O
Highest occupied orbital energy in eV: -9.34
2S+1: 1

CARTESIAN COORDINATES (ANGSTROEM)
O  -0.52065  -2.80615  -0.38176
C  -0.88651  -1.78377  -0.90136
C  0.38185  0.30701  0.79973
C  0.33607  0.43145  -0.58166
C  0.32257  1.52706  1.64995
C  0.01895  -0.72760  -1.59993
H  -1.85941  -1.51230  -0.58155
H  0.32915  -0.75251  1.18099
H  0.57945  1.38448  -1.04790
H  0.15872  2.42689  1.07114
H  1.25698  1.60699  2.29275
H  -0.47000  1.56132  2.30399
H  -0.48033  -0.37505  -2.41471
H  0.83317  -1.28782  -1.78967

---

Listing relative energy (zero: lowest compared OMol25 entry of this formula, charge and spin) for the structures above in their given order: 365.9, 375.0, 258.1, 344.9, 690.5, 196.3, 102.5, 147.0, 206.5, 253.9, 333.1, 327.2, 398.3, 303.4, 628.9, 109.1, 202.8 kJ/mol.